This record from OMol25 describes a structure of composition C3H11N3. The level of theory is the ωB97M-V functional and the def2-TZVPD basis.

Summary:
Total energy   -285.055550 Ha
Charge   0
E_HOMO   -8.487 eV
2S+1   1
Energy relative to the best compared isomer or geometry (same formula, charge and spin)   76.7 kcal per mole

Structure (XYZ):
```
17
Properties=species:S:1:pos:R:3:lowdin_charge:R:1
N -1.769 -1.240 -0.797 0.019
N 1.540 -0.152 2.435 0.013
N 0.542 -0.118 0.214 -0.080
C -0.216 0.709 -0.710 -0.270
C 1.193 0.617 1.264 -0.355
C -0.992 -0.128 -1.730 -0.236
H -1.646 0.548 -2.286 0.104
H -2.540 -1.548 -1.384 0.040
H 2.115 1.054 0.855 0.109
H 0.798 -0.184 3.098 0.057
H 0.665 1.502 1.665 0.115
H -0.003 -0.932 0.431 0.077
H -0.292 -0.391 -2.540 0.114
H -0.906 -1.448 -1.335 0.009
H 0.455 1.404 -1.214 0.113
H -0.970 1.294 -0.157 0.114
H 2.025 -0.987 2.190 0.058
```